Entry from the Open Molecules 2025 dataset: a molecular structure, C39H54AuN2O2P2 in a non-equilibrium geometry (ωB97M-V/def2-TZVPD).

```
100
Properties=species:S:1:pos:R:3
Au 2.171 -0.238 -5.159
C 2.573 2.723 0.531
C 1.710 3.457 -0.315
C 0.661 3.177 1.725
C 1.933 2.547 1.795
C 0.548 3.783 0.438
C 3.930 2.228 0.209
H 4.127 2.306 -0.865
H 4.062 1.175 0.506
H 4.712 2.807 0.729
C 2.493 1.844 2.973
H 3.431 1.332 2.718
H 1.776 1.109 3.378
H 2.719 2.553 3.788
C -0.362 3.203 2.798
H -0.407 4.188 3.296
H -0.151 2.435 3.556
H -1.370 3.003 2.403
C -0.556 4.665 -0.003
H -0.355 5.721 0.254
H -1.514 4.400 0.463
H -0.672 4.615 -1.094
C 1.972 3.805 -1.734
H 2.488 4.771 -1.832
H 1.041 3.867 -2.307
H 2.600 3.045 -2.212
C 2.251 -2.395 -5.517
C 3.306 -1.700 -6.224
C 3.179 -1.466 -7.709
C 1.801 -0.845 -8.116
C 1.091 -0.129 -6.983
C 0.096 -0.688 -6.143
C -0.232 -2.144 -6.112
C 1.043 -3.002 -6.192
H 3.357 -2.365 -8.330
H 1.183 -1.608 -8.623
H 3.950 -0.714 -7.970
H 1.270 -3.170 -7.259
H 2.523 -2.901 -4.591
H 4.323 -1.713 -5.810
H 0.804 -3.941 -5.652
H -0.767 -2.399 -5.176
H -0.728 -0.057 -5.816
H -0.929 -2.465 -6.915
H 2.024 -0.045 -8.848
H 1.091 0.976 -7.091
P 1.587 -0.537 -0.707
P -1.083 0.868 -1.545
C 0.250 -1.712 -1.245
C -1.043 -1.004 -1.686
H -0.032 -2.381 -0.411
H 0.716 -2.355 -2.028
H -1.323 -1.284 -2.716
H -1.838 -1.353 -0.991
C -1.914 1.032 0.100
H -1.898 2.075 0.446
H -1.334 0.433 0.825
H -2.953 0.672 0.056
C -2.496 0.869 -2.756
H -2.917 -0.144 -2.857
H -2.093 1.163 -3.738
H -3.292 1.571 -2.464
C 1.887 -1.260 0.946
H 2.124 -0.421 1.610
H 2.704 -1.990 0.893
H 0.965 -1.711 1.347
C 3.038 -1.292 -1.563
H 3.140 -0.789 -2.546
H 2.925 -2.373 -1.740
H 3.926 -1.117 -0.936
O -1.974 -2.563 0.894
C -1.656 -2.040 1.952
N -2.205 -2.362 3.198
C -1.898 -1.325 4.148
C -0.709 -0.651 3.449
O 0.056 0.136 4.036
N -0.709 -1.029 2.156
C -2.961 -0.227 4.166
C -2.780 0.869 5.020
C -3.679 1.953 4.977
C -4.725 1.950 4.049
C -4.907 0.850 3.198
C -4.039 -0.249 3.276
C -1.533 -1.974 5.469
C -2.349 -1.861 6.597
C -2.051 -2.607 7.739
C -0.968 -3.479 7.746
C -0.148 -3.595 6.613
C -0.431 -2.834 5.471
H -3.056 -2.907 3.212
H -1.918 0.904 5.687
H -3.530 2.794 5.650
H -5.418 2.786 3.998
H -5.711 0.823 2.469
H -4.190 -1.095 2.596
H -3.209 -1.195 6.555
H -2.706 -2.508 8.599
H -0.744 -4.063 8.639
H 0.698 -4.285 6.604
H 0.205 -2.928 4.585
```

Results
- total charge = +1
- frontier orbital gap (spin up / spin down) (eV) = 4.81 / 4.77
- energy (eV) = -70652.903
- E_HOMO (spin up / spin down) (eV) = -9.43 / -9.43
- 2S+1 = 3


Entry from the Open Molecules 2025 dataset: 15 unconnected molecules or ions with the total composition C39H56Cl28N8 in a non-equilibrium geometry (ωB97M-V/def2-TZVPD).

```
131
Properties=species:S:1:pos:R:3
C 5.047 -1.542 4.997
C 4.095 -0.414 5.198
C 2.747 -0.766 4.703
C 2.724 -1.020 3.255
N 2.777 -1.200 2.122
H 4.575 -2.451 5.416
H 5.913 -1.424 5.561
H 5.339 -1.839 3.992
H 4.340 0.528 4.752
H 3.990 -0.250 6.235
H 2.024 0.001 4.953
H 2.402 -1.719 5.124
C 5.245 -2.603 -0.615
C 4.019 -3.269 -1.131
C 2.903 -2.261 -1.016
C 3.102 -1.025 -1.704
N 3.356 0.008 -2.156
H 6.048 -3.234 -0.666
H 5.075 -2.404 0.522
H 5.554 -1.644 -1.028
H 3.773 -4.084 -0.480
H 4.127 -3.692 -2.134
H 2.837 -1.913 0.006
H 1.902 -2.580 -1.285
C 0.492 3.993 0.719
C 0.973 5.409 1.222
C 0.454 6.431 0.209
C 1.024 6.341 -1.153
N 1.415 6.284 -2.228
H -0.533 3.661 0.877
H 1.126 3.272 1.197
H 0.623 3.968 -0.358
H 2.042 5.490 1.228
H 0.589 5.690 2.182
H 0.705 7.406 0.590
H -0.646 6.300 0.094
C -4.336 -1.834 3.207
C -4.508 -3.050 2.296
C -5.189 -4.211 3.046
C -4.264 -4.686 4.075
N -3.548 -4.960 4.927
H -3.971 -0.951 2.659
H -3.681 -2.029 4.086
H -5.345 -1.545 3.519
H -3.584 -3.391 1.834
H -5.284 -2.771 1.531
H -5.532 -5.049 2.422
H -6.100 -3.785 3.478
C -3.292 4.909 -4.752
C -2.260 3.903 -4.283
C -1.226 4.563 -3.409
C -1.745 4.928 -2.083
N -2.237 5.205 -1.090
H -3.817 5.306 -3.870
H -3.960 4.318 -5.338
H -2.794 5.702 -5.354
H -1.817 3.483 -5.197
H -2.639 3.000 -3.719
H -0.773 5.433 -3.877
H -0.372 3.921 -3.237
C 0.548 -4.391 3.170
C -0.338 -3.338 3.891
C -0.585 -3.731 5.352
C 0.550 -3.541 6.267
N 1.490 -3.329 6.859
H 0.123 -5.390 3.208
H 1.460 -4.500 3.680
H 0.650 -4.061 2.159
H -1.298 -3.334 3.394
H 0.121 -2.345 3.766
H -0.837 -4.819 5.448
H -1.485 -3.275 5.740
C -1.258 0.986 -1.580
C 0.226 0.454 -1.366
C 0.346 -0.123 0.034
C -0.647 -1.156 0.253
N -1.353 -2.046 0.427
H -1.393 1.324 -2.619
H -1.481 1.779 -0.886
H -1.910 0.109 -1.412
H 0.973 1.226 -1.603
H 0.425 -0.363 -2.056
H 0.091 0.514 0.904
H 1.311 -0.489 0.251
C 3.100 3.356 -2.708
C 3.415 3.636 -4.168
C 3.118 2.362 -4.943
C 1.661 2.233 -5.065
N 0.501 2.166 -5.198
H 3.413 4.149 -2.049
H 3.607 2.432 -2.419
H 2.050 3.155 -2.605
H 4.446 3.916 -4.330
H 2.798 4.517 -4.421
H 3.500 1.556 -4.304
H 3.486 2.250 -5.950
C -5.128 1.534 0.069
Cl -6.219 1.061 -1.183
Cl -4.291 3.053 -0.342
Cl -6.142 1.718 1.529
Cl -3.963 0.241 0.306
C -4.470 -4.401 -1.818
Cl -3.013 -3.706 -1.025
Cl -4.300 -6.080 -2.090
Cl -5.906 -4.153 -0.795
Cl -4.689 -3.510 -3.292
C 4.654 2.687 2.017
Cl 4.865 4.424 1.608
Cl 6.125 2.083 2.706
Cl 3.340 2.620 3.243
Cl 4.138 1.839 0.568
C -4.772 0.742 -4.988
Cl -4.273 0.860 -6.676
Cl -5.255 2.273 -4.350
Cl -6.007 -0.441 -4.957
Cl -3.430 0.055 -4.028
C 1.320 -6.432 -2.066
Cl 2.026 -7.230 -0.599
Cl 2.629 -5.948 -3.165
Cl 0.141 -7.527 -2.777
Cl 0.426 -5.026 -1.411
C -1.873 1.787 4.591
Cl -2.520 2.352 3.022
Cl -1.170 0.144 4.361
Cl -0.618 2.874 5.070
Cl -3.188 1.729 5.767
C 0.170 -2.282 -4.910
Cl 0.820 -3.625 -5.862
Cl -0.807 -1.250 -5.923
Cl -0.894 -2.815 -3.567
Cl 1.539 -1.398 -4.221
```

Results
- frontier orbital gap (eV) = 10.92
- energy (eV) = -403896.390
- E_HOMO (eV) = -10.92
- 2S+1 = 1


Entry from the Open Molecules 2025 dataset: a molecular structure, C39H56IrN2O4P3Si2 (ωB97M-V/def2-TZVPD).

```
107
Properties=species:S:1:pos:R:3
Ir -0.830 -0.009 0.456
C 1.759 3.430 2.760
Si 0.250 3.055 1.719
C 0.176 4.342 0.368
C -1.314 3.113 2.733
N 0.453 1.445 0.995
P 1.775 0.466 0.951
C 1.091 -0.770 -0.017
P 0.658 -0.876 -1.653
N -0.656 0.151 -1.508
Si -1.408 1.464 -2.428
C -2.656 2.303 -1.319
C -2.298 0.732 -3.901
C -0.084 2.649 -2.999
C 0.003 -2.501 -2.043
C 0.340 -3.578 -1.234
C -0.151 -4.842 -1.529
C -0.979 -5.026 -2.625
C -1.325 -3.947 -3.431
C -0.834 -2.685 -3.142
C 1.899 -0.515 -2.901
C 1.553 -0.298 -4.235
C 2.539 -0.062 -5.177
C 3.876 -0.068 -4.798
C 4.226 -0.311 -3.479
C 3.240 -0.532 -2.530
C 3.251 1.353 0.444
C 3.146 2.097 -0.734
C 4.201 2.886 -1.155
C 5.370 2.931 -0.402
C 5.479 2.194 0.768
C 4.420 1.408 1.198
C 2.078 -0.246 2.582
C 1.299 0.115 3.674
C 1.489 -0.509 4.900
C 2.450 -1.498 5.035
C 3.218 -1.878 3.940
C 3.028 -1.260 2.716
H 1.579 4.354 3.318
H 1.997 2.651 3.486
H 2.639 3.595 2.135
H 0.090 5.331 0.827
H 1.093 4.339 -0.225
H -0.677 4.216 -0.302
H -1.645 4.149 2.836
H -2.117 2.537 2.271
H -1.164 2.713 3.739
H -3.571 1.713 -1.243
H -2.275 2.484 -0.311
H -2.934 3.271 -1.746
H -2.895 -0.135 -3.608
H -2.983 1.477 -4.314
H -1.625 0.435 -4.707
H 0.403 3.139 -2.155
H 0.678 2.130 -3.583
H -0.512 3.428 -3.635
H 0.963 -3.414 -0.363
H 0.108 -5.682 -0.898
H -1.363 -6.011 -2.854
H -1.979 -4.090 -4.281
H -1.119 -1.846 -3.767
H 0.514 -0.309 -4.541
H 2.267 0.118 -6.209
H 4.645 0.109 -5.538
H 5.268 -0.326 -3.186
H 3.515 -0.719 -1.499
H 2.231 2.056 -1.314
H 4.117 3.464 -2.066
H 6.197 3.547 -0.728
H 6.387 2.239 1.355
H 4.499 0.857 2.126
H 0.524 0.864 3.566
H 0.882 -0.219 5.749
H 2.599 -1.981 5.992
H 3.956 -2.662 4.040
H 3.606 -1.579 1.856
C -6.399 -1.485 1.049
C -5.062 -0.811 0.800
C -4.566 -1.090 -0.610
C -5.124 0.674 1.114
O -4.163 -1.458 1.777
P -2.612 -1.359 1.907
O -2.103 0.068 2.142
O -1.860 -1.793 0.628
O -2.231 -2.307 3.063
C -2.952 -2.816 4.249
C -3.617 -1.650 4.961
C -3.947 -3.870 3.803
C -1.847 -3.422 5.095
H -7.158 -1.047 0.400
H -6.709 -1.348 2.085
H -6.335 -2.553 0.839
H -5.326 -0.756 -1.318
H -4.390 -2.155 -0.755
H -3.636 -0.565 -0.826
H -5.810 1.164 0.421
H -4.143 1.138 1.021
H -5.488 0.835 2.130
H -4.430 -1.234 4.365
H -2.888 -0.865 5.166
H -4.029 -1.993 5.910
H -4.716 -3.442 3.162
H -4.429 -4.300 4.682
H -3.438 -4.669 3.262
H -1.141 -2.652 5.411
H -1.306 -4.175 4.522
H -2.274 -3.894 5.979
```

Results
- total charge = +1
- frontier orbital gap (spin up / spin down) (eV) = 7.53 / 6.63
- energy (eV) = -98984.766
- E_HOMO (spin up / spin down) (eV) = -10.37 / -10.35
- relative energy (zero: lowest compared OMol25 entry of this formula, charge and spin) (eV) = 0.199
- 2S+1 = 2


Entry from the Open Molecules 2025 dataset: 6 unconnected molecules or ions with the total composition C39H56NO14P in a non-equilibrium geometry (ωB97M-V/def2-TZVPD).

```
111
Properties=species:S:1:pos:R:3
O -0.446 -2.263 4.597
C -0.600 -1.990 3.453
O -1.833 -1.520 2.992
P -2.081 -0.025 2.374
O -0.773 0.600 3.359
C -0.423 1.895 3.140
O -0.931 2.785 3.758
C 0.625 2.090 2.097
C 1.951 1.783 2.397
C 2.929 1.938 1.425
C 2.576 2.376 0.156
C 1.259 2.696 -0.147
C 0.276 2.559 0.830
C -3.537 -0.627 1.387
C -4.832 -0.219 1.687
C -5.877 -0.649 0.880
C -5.579 -1.472 -0.198
N -4.347 -1.904 -0.495
C -3.359 -1.478 0.293
C 0.390 -2.223 2.378
C 0.009 -2.738 1.138
C 0.967 -2.955 0.156
C 2.301 -2.647 0.401
C 2.677 -2.145 1.641
C 1.726 -1.936 2.630
H -2.910 0.902 3.028
H -1.376 0.310 1.213
H 2.197 1.433 3.389
H 3.955 1.696 1.656
H 3.345 2.470 -0.596
H 0.985 3.045 -1.131
H -0.754 2.809 0.620
H -5.017 0.440 2.528
H -6.896 -0.349 1.067
H -6.383 -1.794 -0.846
H -2.365 -1.813 0.037
H -1.025 -2.980 0.951
H 0.669 -3.355 -0.801
H 3.042 -2.794 -0.369
H 3.715 -1.909 1.819
H 2.020 -1.560 3.596
C -5.698 -0.196 -5.250
C -4.271 0.062 -5.688
O -3.382 0.197 -4.578
C -2.804 -0.862 -3.973
C -3.285 -2.259 -4.291
O -1.960 -0.655 -3.146
H -5.790 -1.139 -4.711
H -6.360 -0.229 -6.116
H -6.033 0.600 -4.584
H -3.910 -0.701 -6.379
H -4.205 1.016 -6.208
H -4.044 -2.533 -3.558
H -2.441 -2.934 -4.186
H -3.687 -2.381 -5.294
C 1.074 6.235 4.440
C 1.682 5.000 3.810
O 2.076 5.225 2.452
C 3.264 5.749 2.099
C 4.150 6.377 3.149
O 3.552 5.741 0.933
H 1.791 7.055 4.499
H 0.726 6.010 5.448
H 0.226 6.576 3.846
H 2.520 4.611 4.392
H 0.939 4.207 3.748
H 3.939 7.445 3.182
H 5.183 6.236 2.844
H 4.026 5.961 4.146
C 7.195 -5.049 -0.437
C 6.178 -4.292 -1.264
O 5.620 -3.182 -0.552
C 6.200 -1.966 -0.504
C 7.616 -1.794 -1.001
O 5.582 -1.063 -0.008
H 8.056 -4.428 -0.190
H 7.550 -5.923 -0.983
H 6.745 -5.380 0.498
H 6.584 -3.967 -2.222
H 5.323 -4.930 -1.482
H 8.291 -1.908 -0.154
H 7.714 -0.783 -1.389
H 7.906 -2.491 -1.782
C 3.575 3.987 -3.568
C 4.031 2.615 -4.014
O 4.280 2.549 -5.423
C 5.456 2.910 -5.971
C 6.478 3.645 -5.131
O 5.640 2.685 -7.135
H 4.337 4.747 -3.740
H 3.342 3.980 -2.503
H 2.683 4.287 -4.119
H 4.906 2.274 -3.456
H 3.244 1.883 -3.841
H 6.334 4.715 -5.274
H 7.465 3.376 -5.496
H 6.432 3.423 -4.068
C -7.611 -3.968 4.056
C -8.699 -3.229 3.304
O -8.367 -3.038 1.926
C -8.598 -3.965 0.973
C -8.970 -5.371 1.384
O -8.438 -3.660 -0.176
H -7.469 -4.977 3.670
H -7.865 -4.038 5.114
H -6.663 -3.439 3.958
H -9.671 -3.715 3.401
H -8.807 -2.221 3.699
H -8.057 -5.963 1.437
H -9.609 -5.788 0.611
H -9.492 -5.438 2.335
```

Results
- frontier orbital gap (eV) = 9.59
- energy (eV) = -80795.432
- E_HOMO (eV) = -9.14
- SMILES string = O=C(O[PH2](OC(=O)c1ccccc1)c1cccnc1)c1ccccc1.CCOC(C)=O.CCOC(C)=O.CCOC(C)=O.CCOC(C)=O.CCOC(C)=O
- relative energy (zero: lowest compared OMol25 entry of this formula, charge and spin) (eV) = 0.000
- 2S+1 = 1